[1]
This record from the Open Molecules 2025 dataset describes a cluster of 5 separate species, C2H12O5 in total. The level of theory is ωB97M-V/def2-TZVPD.

Summary:
Structure (SMILES): C=CO.O.O.O.O
Calculated total energy in eV: -12505.0134
Multiplicity: 1
Orbital gap in eV: 9.35
ΔE to the lowest compared entry with this formula, charge and spin in kcal/mol: 27.0
M in g/mol: 116.1

CARTESIAN COORDINATES (ANGSTROEM)
C -1.475 -2.458 1.301
C -0.241 -1.989 1.087
O 0.124 -1.472 -0.154
H -1.767 -2.644 2.374
H -2.106 -2.547 0.400
H 0.527 -1.980 1.845
H 1.034 -1.233 -0.353
O 2.484 -0.440 -1.406
H 1.988 0.078 -0.769
H 3.253 0.028 -1.763
O 1.587 1.376 0.782
H 2.469 1.691 0.453
H 0.813 1.992 0.653
O -0.796 2.851 -0.126
H -1.462 3.366 0.304
H -1.146 2.004 -0.428
O -1.848 0.632 -1.057
H -2.422 0.692 -1.776
H -1.019 0.052 -1.365

Force components x, y, z for each atom (eV/Å):
0.7 0.4 0.3
0.1 0.4 -0.7
-1.2 -0.5 0.0
0.1 -0.2 -1.7
-0.1 0.1 1.0
0.1 0.3 0.1
0.2 -0.8 0.8
0.2 -0.8 -0.6
0.4 1.2 0.2
-0.6 0.1 0.5
0.4 -0.1 -0.4
-1.8 0.3 0.5
1.3 -0.1 -0.3
1.7 0.4 0.0
-0.7 0.1 0.3
-0.8 -0.2 -0.1
4.1 -2.2 0.8
-1.4 0.1 -2.0
-2.8 1.5 1.1

[2]
This record from the Open Molecules 2025 dataset describes a cluster of 5 separate species, C2H12O5 in total. The level of theory is ωB97M-V/def2-TZVPD.

Summary:
Structure (SMILES): C=CO.O.O.O.O
Calculated total energy in eV: -12505.5519
Multiplicity: 1
Orbital gap in eV: 9.41
ΔE to the lowest compared entry with this formula, charge and spin in kcal/mol: 14.5
M in g/mol: 116.1

CARTESIAN COORDINATES (ANGSTROEM)
C 0.109 -2.425 -1.187
C 0.664 -1.682 -0.243
O -0.033 -0.928 0.644
H 0.671 -2.714 -2.067
H -0.900 -2.793 -1.276
H 1.731 -1.601 -0.104
H 0.526 -0.246 1.050
O 0.202 1.489 2.093
H -0.577 1.435 2.653
H -0.139 1.937 1.296
O 2.398 0.915 -0.322
H 2.409 0.358 -1.106
H 1.544 1.360 -0.268
O -0.578 1.897 -0.585
H -0.866 2.625 -1.140
H -1.259 1.202 -0.635
O -2.414 -0.254 -0.563
H -2.106 -0.641 0.266
H -2.851 -1.010 -0.968

Force components x, y, z for each atom (eV/Å):
0.1 -0.6 -0.9
-0.1 0.6 0.1
-0.3 -0.6 0.4
0.6 -0.5 0.5
-0.5 0.7 0.4
0.2 0.2 -0.5
0.0 -0.1 0.2
-0.2 0.2 -0.2
0.0 -0.1 0.2
0.2 -0.1 0.0
0.4 0.0 0.4
-0.3 0.2 0.0
-0.1 -0.1 -0.5
0.1 0.0 0.2
-0.1 0.0 0.0
0.1 0.0 -0.3
-0.5 -0.2 0.3
0.5 0.2 0.1
-0.1 0.2 -0.4

[3]
This record from the Open Molecules 2025 dataset describes a cluster of 5 separate species, C2H12O5 in total. The level of theory is ωB97M-V/def2-TZVPD.

Summary:
Calculated total energy in eV: -12496.7116
Total charge: +1
Multiplicity: 2
Orbital gap (spin up / spin down) in eV: 9.63 / 5.35
<S²>: 0.757
ΔE to the lowest compared entry with this formula, charge and spin in kcal/mol: 18.4
M in g/mol: 116.1

CARTESIAN COORDINATES (ANGSTROEM)
O 1.082 -0.728 -1.227
C 1.707 -0.018 -0.509
C 1.195 1.280 0.111
H 2.763 -0.291 -0.262
H 0.178 1.474 -0.210
H 1.312 1.164 1.188
H 1.877 2.036 -0.293
H 0.928 -1.187 1.676
H 1.796 -2.442 1.817
O 1.858 -1.485 1.725
H -1.481 -0.330 -3.257
H -0.458 -0.236 -2.149
O -1.217 0.233 -2.517
H -3.490 0.419 -0.156
H -2.218 0.473 -1.036
O -2.545 0.594 -0.125
H -1.402 -0.144 1.023
H -1.071 -0.225 2.529
O -0.814 -0.587 1.672

Force components x, y, z for each atom (eV/Å):
0.3 -0.1 0.0
0.1 0.0 0.7
0.1 0.1 -0.5
0.0 -0.2 0.0
-0.1 -0.1 0.1
0.0 0.0 0.0
0.0 0.0 0.2
-0.2 -0.2 0.4
0.1 0.0 0.0
-0.2 0.5 -0.6
-0.2 0.2 -0.1
-0.3 0.0 -0.3
0.3 -0.2 0.0
0.0 0.0 0.1
-0.3 0.1 0.0
0.3 0.0 -0.1
-0.3 -0.2 0.1
0.0 -0.1 -0.1
0.3 0.3 -0.1

[4]
This record from the Open Molecules 2025 dataset describes a cluster of 3 separate species, C2H13N2O2 in total. The level of theory is ωB97M-V/def2-TZVPD.

Summary:
Calculated total energy in eV: -9355.7929
Multiplicity: 2
Orbital gap (spin up / spin down) in eV: 3.90 / 10.69
<S²>: 0.751
ΔE to the lowest compared entry with this formula, charge and spin in kcal/mol: 33.0
M in g/mol: 97.1

CARTESIAN COORDINATES (ANGSTROEM)
C 1.748 1.015 -1.186
N 1.559 -0.413 -1.548
C 0.391 1.693 -1.051
N -0.547 0.767 -0.260
H 2.177 1.149 -0.097
H 2.479 1.595 -1.921
H 1.907 -1.012 -0.729
H 2.214 -0.691 -2.257
H 0.511 2.609 -0.481
H -0.053 1.921 -1.983
H -1.141 1.384 0.378
H 0.118 0.353 0.393
H -0.897 -0.113 -0.815
H -0.532 -0.767 4.459
H 0.807 -1.287 4.290
O 0.101 -0.958 3.835
H -3.675 -1.362 -0.282
H -2.649 -2.363 -1.078
O -2.749 -1.559 -0.560

Force components x, y, z for each atom (eV/Å):
1.5 1.0 1.0
1.2 -0.8 1.9
0.2 -0.7 0.2
1.4 -0.4 -1.0
-0.3 -0.5 -2.1
-1.7 -1.2 1.4
-0.9 1.1 -1.2
0.2 0.1 -0.6
-0.3 0.1 0.2
-0.6 0.1 -0.9
-0.8 -0.4 -0.3
0.0 -0.4 0.9
-0.2 1.9 0.8
-2.4 0.8 2.1
3.0 -1.4 1.8
-0.6 0.6 -4.0
1.0 -0.7 -0.6
-0.7 0.0 0.1
-0.2 0.8 0.5

[5]
This record from the Open Molecules 2025 dataset describes a cluster of 3 separate species, C2H13N2O2 in total. The level of theory is ωB97M-V/def2-TZVPD.

Summary:
Calculated total energy in eV: -9353.9146
Total charge: +1
Multiplicity: 1
Orbital gap in eV: 10.80
ΔE to the lowest compared entry with this formula, charge and spin in kcal/mol: 16.6
M in g/mol: 97.1

CARTESIAN COORDINATES (ANGSTROEM)
C -1.559 -0.460 0.724
N -0.187 -0.841 1.009
C -1.475 0.898 0.016
N -0.319 0.810 -0.949
H -2.066 -1.184 0.079
H -2.159 -0.308 1.613
H 0.241 -1.553 0.441
H -0.007 -0.936 1.993
H -2.402 1.155 -0.502
H -1.215 1.698 0.702
H -0.032 1.724 -1.280
H -0.266 0.137 -1.716
H 0.381 0.377 -0.264
H 0.642 -2.773 -1.456
H 1.836 -2.246 -2.196
O 1.237 -2.010 -1.473
H 3.018 1.906 0.547
H 1.963 2.156 1.617
O 2.368 1.451 1.095

Force components x, y, z for each atom (eV/Å):
0.4 0.3 -0.6
-0.1 0.3 0.5
-0.9 -0.3 -1.0
0.9 -0.2 1.1
0.0 0.0 0.1
0.0 -0.3 0.2
-0.2 -0.3 0.3
0.3 -0.2 0.0
0.2 0.0 0.0
0.1 0.0 0.0
0.2 0.0 0.0
-0.9 0.0 -0.1
0.2 0.6 -0.2
0.1 0.1 0.1
0.1 0.2 0.2
-0.4 -0.3 -0.3
0.1 -0.1 0.1
0.2 -0.1 0.1
-0.3 0.2 -0.3

[6]
This record from the Open Molecules 2025 dataset describes a cluster of 3 separate species, C2H13N2O2 in total. The level of theory is ωB97M-V/def2-TZVPD.

Summary:
Calculated total energy in eV: -9353.5620
Total charge: +1
Multiplicity: 1
Orbital gap in eV: 11.40
ΔE to the lowest compared entry with this formula, charge and spin in kcal/mol: 24.7
M in g/mol: 97.1

CARTESIAN COORDINATES (ANGSTROEM)
C 1.141 1.768 0.096
N 1.789 0.876 -0.978
C -0.216 1.069 0.466
N -0.170 -0.387 0.142
H 1.824 1.709 0.964
H 1.052 2.757 -0.361
H 2.700 0.711 -0.554
H 2.023 1.459 -1.778
H -0.654 1.312 1.475
H -0.997 1.391 -0.237
H -1.038 -0.727 -0.264
H 0.009 -0.758 1.085
H 0.610 -0.790 -0.384
H 0.136 -3.127 1.933
H 1.444 -3.336 1.114
O 0.731 -2.717 1.296
H -4.024 -0.694 -0.963
H -3.277 0.064 -1.877
O -3.082 -0.579 -1.174

Force components x, y, z for each atom (eV/Å):
0.4 -2.1 -0.7
0.5 1.2 1.2
-0.9 1.9 -2.0
0.3 -0.6 2.8
-0.5 0.7 -0.3
-0.4 0.0 0.9
0.1 -0.5 -0.5
-0.3 -0.2 -0.1
0.9 -0.8 -0.8
0.3 0.6 0.2
-0.4 -0.1 0.2
-0.5 -1.1 -0.6
0.2 1.1 -0.5
0.2 -0.3 0.0
0.0 -0.2 0.2
-0.2 0.3 0.0
0.3 -0.7 0.8
1.0 0.0 -0.1
-1.1 0.8 -0.5

[7]
This record from the Open Molecules 2025 dataset describes a cluster of 4 separate species, C2H13N2O3 in total. The level of theory is ωB97M-V/def2-TZVPD.

Summary:
Calculated total energy in eV: -11401.5013
Total charge: +1
Multiplicity: 1
Orbital gap in eV: 11.12
ΔE to the lowest compared entry with this formula, charge and spin in kcal/mol: 19.4
M in g/mol: 113.1

CARTESIAN COORDINATES (ANGSTROEM)
C 0.212 1.347 -1.820
N -0.346 0.907 -0.532
C 0.336 0.081 0.251
N -0.228 -0.328 1.377
H 1.380 1.345 -1.855
H 0.091 2.455 -2.035
H -0.447 0.730 -2.566
H -1.387 1.073 -0.373
H 1.316 -0.290 -0.083
H -0.955 0.204 1.867
H 0.408 -0.800 2.033
H -2.969 2.147 1.713
H -3.137 0.663 1.224
O -2.474 1.375 1.328
H 0.424 -2.564 -1.722
H -1.074 -2.441 -1.476
O -0.230 -2.005 -1.328
H 2.622 -1.922 1.711
H 3.691 -0.893 1.097
O 2.766 -1.081 1.191

Force components x, y, z for each atom (eV/Å):
-0.2 0.5 -1.4
0.2 0.2 0.1
-1.9 1.1 -0.8
1.5 -0.6 1.6
-2.2 -1.1 0.0
-0.6 -1.3 0.6
2.2 1.2 0.6
2.1 0.0 0.2
-0.6 0.3 0.5
0.2 -0.1 -0.8
-0.5 0.2 -0.7
0.7 -1.1 -0.6
0.2 0.6 0.2
-1.3 0.5 0.4
0.6 -0.6 -0.4
0.0 -0.1 0.0
-0.6 0.6 0.4
0.9 1.4 -0.9
0.7 -0.3 0.2
-1.4 -1.3 0.8

[8]
This record from the Open Molecules 2025 dataset describes a cluster of 4 separate species, C2H13N2O3 in total. The level of theory is ωB97M-V/def2-TZVPD.

Summary:
Calculated total energy in eV: -11401.8228
Total charge: +1
Multiplicity: 1
Orbital gap in eV: 11.78
ΔE to the lowest compared entry with this formula, charge and spin in kcal/mol: 12.0
M in g/mol: 113.1

CARTESIAN COORDINATES (ANGSTROEM)
C -1.264 0.449 -1.891
N -0.474 -0.381 -0.980
C -0.237 0.066 0.222
N 0.646 -0.490 1.036
H -1.918 -0.320 -2.358
H -0.637 1.081 -2.535
H -2.103 0.968 -1.375
H 0.089 -1.132 -1.346
H -0.815 0.877 0.692
H 1.176 -1.284 0.735
H 0.461 -0.344 2.036
H 1.770 -3.365 -0.951
H 2.352 -2.168 -1.786
O 1.551 -2.553 -1.418
H 1.674 1.998 -0.118
H 1.970 3.235 0.598
O 1.194 2.750 0.268
H -1.725 0.959 3.228
H -2.142 -0.486 3.205
O -1.565 0.141 2.738

Force components x, y, z for each atom (eV/Å):
-2.0 -1.5 -0.2
0.0 2.1 0.6
0.1 -0.6 1.1
-0.6 0.4 0.6
0.8 0.7 -1.0
-0.6 -0.3 0.1
1.3 0.3 0.2
0.2 -0.5 -0.1
0.2 -0.4 -0.8
0.2 -0.4 -0.1
0.3 -0.1 -0.6
0.2 -0.1 -0.2
0.2 -0.4 0.0
-0.5 0.6 0.2
-0.4 0.1 -0.1
-0.6 0.3 0.1
1.1 -0.5 -0.1
0.1 0.0 -0.1
0.3 0.0 -0.3
-0.4 0.0 0.6

[9]
This record from the Open Molecules 2025 dataset describes a cluster of 4 separate species, C2H13N2O3 in total. The level of theory is ωB97M-V/def2-TZVPD.

Summary:
Calculated total energy in eV: -11389.6195
Total charge: +2
Multiplicity: 2
Orbital gap (spin up / spin down) in eV: 10.47 / 7.02
<S²>: 0.766
ΔE to the lowest compared entry with this formula, charge and spin in kcal/mol: 0.0
M in g/mol: 113.1

CARTESIAN COORDINATES (ANGSTROEM)
C 0.162 0.285 1.489
C 0.882 -0.824 1.041
N 0.471 -1.611 -0.084
N 0.750 1.136 2.286
H -0.815 0.578 1.123
H 1.731 -1.175 1.617
H 0.688 -2.604 0.065
H -0.587 -1.592 -0.199
H 0.908 -1.252 -0.965
H 1.621 0.904 2.764
H 0.129 1.816 2.729
H 1.387 0.444 -2.857
H 0.082 0.651 -2.044
O 0.758 -0.013 -2.284
H -2.854 -1.895 -0.761
H -2.729 -1.446 0.692
O -2.245 -1.460 -0.145
H -0.691 2.798 -2.010
H 0.558 2.919 -1.151
O -0.205 2.341 -1.306

Force components x, y, z for each atom (eV/Å):
0.5 0.8 -0.7
0.0 -0.6 0.1
-0.5 -0.5 0.8
-1.0 -0.6 1.1
-0.1 -0.2 -0.2
0.2 0.0 -0.3
0.4 0.1 -0.2
-0.2 0.2 -0.2
-0.1 0.5 -0.7
0.1 0.3 -0.2
0.5 0.4 -0.1
0.0 -0.2 0.0
0.5 0.1 -0.2
-0.2 -0.4 0.5
0.1 0.1 -0.2
-0.1 -0.1 0.0
0.0 0.0 0.2
-0.1 0.0 0.2
-0.1 -0.1 -0.1
0.0 0.4 -0.1

[10]
This record from the Open Molecules 2025 dataset describes a cluster of 4 separate species, C2H13N3O3 in total. The level of theory is ωB97M-V/def2-TZVPD.

Summary:
Structure (SMILES): [H]/N=C(\N)NC.O.O.O
Calculated total energy in eV: -12897.5807
Multiplicity: 1
Orbital gap in eV: 9.40
ΔE to the lowest compared entry with this formula, charge and spin in kcal/mol: 14.4
M in g/mol: 127.1

CARTESIAN COORDINATES (ANGSTROEM)
H 0.653 -1.492 -2.790
N 0.351 -0.579 -2.522
C -0.080 -0.417 -1.307
N -0.075 -1.525 -0.434
N -0.416 0.821 -0.869
C -0.399 1.957 -1.786
H 0.523 -2.247 -0.810
H -1.053 -1.765 -0.207
H -1.065 0.842 -0.068
H 0.599 2.219 -1.881
H -0.778 1.638 -2.775
H -0.901 2.881 -1.484
O 0.624 -1.944 2.419
H 1.553 -1.756 2.572
H 0.527 -1.636 1.507
O -1.953 -0.387 1.863
H -2.689 -1.009 1.838
H -1.121 -0.844 2.010
O 1.763 2.283 1.297
H 1.589 1.629 0.612
H 1.908 1.748 2.098

Force components x, y, z for each atom (eV/Å):
0.0 -0.7 0.3
-0.4 1.9 0.7
1.7 -1.0 -3.2
-1.1 0.9 1.5
-1.5 0.2 1.8
-1.3 -0.8 -0.7
-0.7 -0.2 0.0
1.0 -0.4 -0.1
0.6 0.0 -0.5
2.0 0.6 -0.6
0.2 0.2 0.4
-0.3 -0.7 0.6
0.1 0.2 -0.1
0.2 -0.1 0.4
-0.1 -0.1 -0.6
-0.3 0.6 -0.5
0.4 -0.1 0.2
-0.1 -0.4 0.4
0.2 -0.4 0.6
-0.2 0.0 -0.1
-0.1 0.4 -0.5